The following is a quantum chemistry calculation of an isolated ion of composition C6H7IN5 and charge +1 at a distorted geometry, from the OMol25 dataset.

As for the SMILES: CN(/C=N\C#[NH+])c1[nH]cnc1I. As for the total charge: +1. The gap between HOMO and LUMO comes out at 7.6 eV. The lowest unoccupied orbital energy comes out at -4.8778 eV.

The geometry in XYZ format:
```
19
C6H7IN5, DFT wB97M-V/def2-TZVPD
C -1.016 -0.040 2.393
C 0.707 -0.676 1.306
C -0.266 -0.295 0.399
C 0.374 0.454 -1.712
C 1.386 1.965 -0.107
C -0.933 -1.487 -1.746
N 0.224 -0.475 2.553
N 1.147 1.347 -1.144
N -1.304 0.168 1.119
N -0.396 -0.372 -1.022
N 1.872 2.378 0.891
I 2.445 -1.713 0.757
H -1.551 0.114 3.322
H 0.485 0.534 -2.832
H -1.696 -1.996 -1.193
H -1.417 -1.196 -2.615
H -0.015 -2.172 -2.142
H -2.200 0.147 0.642
H 2.152 3.315 1.130
```